w | # C4H11NO3

2 unconnected molecules or ions with the total composition C4H11NO3 (wB97M-V/def2-TZVPD, the Open Molecules 2025 dataset).

- SMILES = CCC(=O)NCO.O
- HOMO-LUMO gap (Eh) = 0.379
- total charge = 0
- lowest unoccupied orbital energy (eV) = 0.76

Each line ends with the Löwdin charge.
Geometry (Å):
O: 0.7096 -0.8092 1.3844  0.010
C: 0.3008 -0.2944 0.3308  -0.432
N: -0.7250 0.6347 0.5650  0.074
C: -0.6931 1.7651 -0.3454  -0.270
O: -0.9219 1.4042 -1.6731  -0.065
C: 0.9372 -0.6934 -0.9673  -0.170
C: 0.5245 -2.1112 -1.3547  -0.086
H: -0.9894 0.8081 1.5405  0.098
H: -1.5574 2.4605 -0.1019  0.142
H: 0.2607 2.2814 -0.3564  0.127
H: -1.7735 1.0186 -1.8891  0.099
H: 0.9633 0.0004 -1.8116  0.103
H: 2.0211 -0.5202 -0.8346  0.126
H: 0.0878 -2.6906 -0.5128  0.080
H: -0.2812 -2.1700 -2.0580  0.060
H: 1.3449 -2.8508 -1.5520  0.091
H: -0.5649 0.0643 3.1280  0.036
H: 0.6479 0.7235 3.1984  0.056
O: -0.2914 0.9791 3.3099  -0.080

---

x | # C4H11NO3

2 unconnected molecules or ions with the total composition C4H11NO3 (wB97M-V/def2-TZVPD, the Open Molecules 2025 dataset).

- SMILES = CN(C)CC(=O)O.O
- HOMO-LUMO gap (Eh) = 0.375
- total charge = 0
- lowest unoccupied orbital energy (eV) = 0.77

Each line ends with the Löwdin charge.
Geometry (Å):
C: -0.3551 0.4734 1.8826  -0.095
N: -0.2080 -0.6932 1.0036  -0.243
C: -0.2073 -1.8886 1.8321  -0.119
C: 1.0657 -0.6337 0.2805  -0.120
C: 0.8350 0.1597 -1.0053  -0.514
O: 0.7588 1.4846 -0.7320  0.066
O: 0.7035 -0.3134 -2.0972  0.116
H: 0.5502 0.6864 2.4606  0.089
H: -1.1316 0.2826 2.6146  0.083
H: -0.5685 1.3430 1.2684  0.073
H: -1.2044 -2.0868 2.2571  0.089
H: 0.0555 -2.7686 1.2358  0.084
H: 0.4815 -1.8679 2.6861  0.088
H: 1.2854 -1.6300 -0.0876  0.119
H: 1.8731 -0.2302 0.8869  0.128
H: 0.0185 1.8455 -1.2739  0.109
H: -1.7240 0.7694 -2.1987  0.051
H: -2.0217 0.6416 -0.7102  0.046
O: -1.9818 1.2930 -1.4278  -0.049

---

The structure with the most favorable energy is x; the runner-up is 0.857 eV above it.

---

w | # C4H11NO3

C4H11NO3 in the gas phase (wB97M-V/def2-TZVPD, the Open Molecules 2025 dataset).

- SMILES = CC(C)(O)C(N)(O)O
- HOMO-LUMO gap (Eh) = 0.391
- total charge = 0
- lowest unoccupied orbital energy (eV) = 0.76

Each line ends with the Löwdin charge.
Geometry (Å):
C: 0.9812 -0.4874 -0.2060  -0.593
C: -0.6078 0.1552 -0.0036  -0.523
C: -1.2305 -0.3053 1.3064  -0.027
C: -0.3839 1.6297 -0.0560  -0.051
N: 1.3965 -0.4959 -1.5790  0.115
O: 1.9792 0.1760 0.5145  0.020
O: 1.0162 -1.8317 0.2036  0.011
O: -1.4172 -0.2506 -1.0978  -0.022
H: 2.6723 0.2930 -0.1596  0.111
H: 1.1366 -1.7836 1.1644  0.105
H: -2.3415 -0.0241 -0.9073  0.105
H: 0.5481 -0.4393 -2.1461  0.084
H: 1.7352 -1.4405 -1.7563  0.098
H: -1.2700 -1.3997 1.3332  0.087
H: -0.6642 0.0397 2.1748  0.095
H: -2.2623 0.0514 1.3944  0.088
H: 0.0330 1.9798 -1.0012  0.087
H: 0.1578 2.0256 0.8031  0.083
H: -1.4788 2.1076 0.0186  0.129

---

x | # C4H11NO3

C4H11NO3 in the gas phase (wB97M-V/def2-TZVPD, the Open Molecules 2025 dataset).

- SMILES = CCOC(O)(O)NC
- HOMO-LUMO gap (Eh) = 0.361
- total charge = 0
- lowest unoccupied orbital energy (eV) = 0.87

Each line ends with the Löwdin charge.
Geometry (Å):
C: -1.3550 -0.4911 -0.5787  -0.099
C: 1.0866 1.8970 0.1614  -0.094
C: -2.4021 -0.4181 0.4967  -0.094
N: 0.8385 0.7062 -0.6335  -0.044
H: 1.2719 0.7815 -1.5459  0.126
H: -1.4852 -1.2979 -1.2968  0.105
H: -1.3583 0.4119 -1.1863  0.104
H: 0.8114 2.7731 -0.4249  0.079
H: 0.4820 1.8338 1.0643  0.081
H: 2.1439 2.0071 0.4294  0.081
H: -2.1588 0.3551 1.2216  0.075
H: -3.3712 -0.2234 0.0320  0.081
H: -2.4695 -1.3577 1.0381  0.073
C: 1.1011 -0.6028 -0.0683  -0.752
O: 1.8318 -0.5116 1.1317  0.050
O: 1.9021 -1.3059 -0.9823  0.055
O: -0.0642 -1.2461 0.1800  -0.040
H: 1.4293 -1.0597 1.8130  0.107
H: 1.7657 -2.2516 -0.8513  0.107

---

The structure with the most favorable energy is w; the runner-up is 1.131 eV above it.

---

w | # C4H11NO3

2 unconnected molecules or ions with the total composition C4H11NO3 (wB97M-V/def2-TZVPD, the Open Molecules 2025 dataset).

- SMILES = NCCCC(=O)O.O
- HOMO-LUMO gap (Eh) = 0.377
- total charge = 0
- lowest unoccupied orbital energy (eV) = 0.63

Each line ends with the Löwdin charge.
Geometry (Å):
O: 0.4477 1.2061 1.3269  0.109
C: 0.9161 0.1049 1.4206  -0.521
O: 1.3684 -0.3964 2.5819  0.112
C: 0.9857 -0.9184 0.3328  -0.106
C: -0.4036 -1.4705 -0.0622  -0.177
C: -1.4906 -0.4524 -0.3072  -0.282
N: -1.1384 0.5834 -1.2899  0.004
H: 1.3012 0.2475 3.3083  0.135
H: 1.5312 -1.8132 0.6373  0.115
H: 1.6244 -0.6569 -0.5172  0.126
H: -0.7365 -1.9966 0.8315  0.115
H: -0.2902 -2.2100 -0.8521  0.115
H: -1.7144 0.1013 0.6050  0.098
H: -2.4840 -0.8442 -0.5205  0.112
H: -1.7079 0.4663 -2.1192  0.068
H: -0.2214 0.3756 -1.6928  0.056
H: 0.6699 2.2908 -1.9399  0.004
H: 0.4468 2.4672 -0.5011  -0.001
O: 0.8957 2.9155 -1.2421  -0.081

---

x | # C4H11NO3

A molecular structure, C4H11NO3 (wB97M-V/def2-TZVPD, the Open Molecules 2025 dataset).

- HOMO-LUMO gap (Eh) = 0.151
- total charge = 0
- lowest unoccupied orbital energy (eV) = -4.27

Each line ends with the Löwdin charge.
Geometry (Å):
C: 0.3305 1.1586 -0.2524  -0.065
C: -0.8664 1.4421 -1.1924  -0.269
O: -2.0484 1.1745 -0.5636  -0.108
C: 0.1531 -0.2996 -0.0330  -0.421
N: -0.9134 -0.2345 0.9611  0.149
C: -0.5985 -1.0423 2.1155  -0.016
O: 1.2448 -1.1132 0.3515  0.018
H: 0.1419 1.7170 0.6431  0.129
H: 1.3225 1.1891 -0.6762  0.121
H: -0.7141 2.3962 -1.5937  0.104
H: -0.6788 0.6001 -1.9617  0.160
H: -1.8185 0.3208 0.3859  0.100
H: -0.1791 -0.8280 -0.9250  0.181
H: 0.3918 -0.7166 2.3898  0.104
H: -0.7241 -2.1026 1.9196  0.129
H: -1.2071 -0.7768 2.9367  0.080
H: 2.4394 -1.1811 -2.1867  -0.125
H: 1.8021 -1.1989 -0.4122  0.023
O: 1.9222 -0.5046 -1.9064  -0.297

---

y | # C4H11NO3

3 unconnected molecules or ions with the total composition C4H11NO3 (wB97M-V/def2-TZVPD, the Open Molecules 2025 dataset).

- HOMO-LUMO gap (Eh) = 0.211
- total charge = 0
- lowest unoccupied orbital energy (eV) = -4.10

Each line ends with the Löwdin charge.
Geometry (Å):
C: -1.5078 -0.7639 0.6242  -0.263
O: -1.8686 -0.0454 1.5984  -0.004
C: 0.0898 -0.4927 0.1606  -0.317
C: 0.7224 -1.5776 -0.6744  -0.108
C: 1.7917 -1.3774 -1.4220  0.061
O: 2.6865 1.1271 0.2167  -0.251
N: 0.2974 0.7864 -0.2166  0.162
H: -1.5453 -1.8594 0.7646  0.135
H: -2.0155 -0.5418 -0.3374  0.138
H: -2.7365 2.5332 0.1466  0.019
H: 0.6741 -0.4959 1.0873  0.164
H: 2.3265 -0.4507 -1.2747  0.046
H: 0.1343 -2.4840 -0.7548  0.101
H: 2.1762 -2.1218 -2.0995  0.072
H: 0.1410 1.0479 -1.1933  0.138
H: 2.9563 1.6775 0.9513  -0.022
H: 1.3315 1.1704 0.0289  0.032
H: -2.6079 1.5208 1.3521  -0.014
O: -3.0460 2.3473 1.0421  -0.087

---

The structure with the most favorable energy is w; the runner-up is 7.165 eV above it.

---

w | # C4H11NO3

2 unconnected molecules or ions with the total composition C4H11NO3 (wB97M-V/def2-TZVPD, the Open Molecules 2025 dataset).

- SMILES = COC(C)=O.NCO
- HOMO-LUMO gap (Eh) = 0.385
- total charge = 0
- lowest unoccupied orbital energy (eV) = 0.87

Each line ends with the Löwdin charge.
Geometry (Å):
C: -0.1589 1.6451 0.7335  -0.351
N: 0.6233 1.8905 -0.4425  0.035
O: 0.6110 1.0919 1.8074  -0.086
H: 0.1222 0.3373 2.1650  0.067
H: 1.0554 1.0375 -0.7789  0.054
H: 1.3703 2.5474 -0.2489  0.077
H: -0.5586 2.6098 1.0782  0.111
H: -1.0745 0.8486 0.6572  0.134
C: 1.2591 -1.8189 0.4814  -0.025
C: -1.4080 -0.4019 -1.6282  0.027
C: -0.7210 -0.8249 -0.3635  -0.566
O: 0.5454 -1.1830 -0.5873  -0.050
O: -1.2913 -0.9702 0.7346  0.022
H: 1.6653 -1.0590 1.1490  0.085
H: 2.0821 -2.3501 0.0123  0.095
H: 0.6013 -2.4872 1.0359  0.099
H: -1.3834 -1.2299 -2.3361  0.097
H: -2.4397 -0.1421 -1.4130  0.095
H: -0.8998 0.4590 -2.0561  0.083

---

x | # C4H11NO3

2 unconnected molecules or ions with the total composition C4H11NO3 (wB97M-V/def2-TZVPD, the Open Molecules 2025 dataset).

- SMILES = CN[C@@H](C=O)CO.O
- HOMO-LUMO gap (Eh) = 0.361
- total charge = 0
- lowest unoccupied orbital energy (eV) = 0.81

Each line ends with the Löwdin charge.
Geometry (Å):
C: 1.1096 -0.7018 -0.4283  -0.138
N: -0.2810 -0.3239 -0.2759  -0.065
C: -0.5431 1.1234 -0.1553  -0.305
C: 0.3776 2.0460 -0.9368  -0.231
O: -0.2788 3.2361 -1.3714  -0.056
C: -0.6091 1.5286 1.3145  -0.203
O: -0.9139 0.7548 2.1861  0.061
H: 1.4989 -0.4431 -1.4162  0.073
H: 1.8067 -0.3701 0.3595  0.087
H: 1.1786 -1.7893 -0.4136  0.078
H: -0.6255 -0.7015 0.6063  0.094
H: -1.5652 1.2806 -0.5251  0.155
H: 0.7224 1.5499 -1.8479  0.119
H: 1.2778 2.3085 -0.3540  0.127
H: -0.7971 3.5953 -0.6448  0.076
H: -0.3836 2.5749 1.5787  0.127
H: -1.3234 -5.0041 1.1414  0.033
H: -0.1281 -5.7719 0.5687  0.032
O: -0.5227 -4.8923 0.6143  -0.066

---

The structure with the most favorable energy is w; the runner-up is 0.546 eV above it.